# 1
Entry from the Open Molecules 2025 dataset: a molecular structure, C9Cl4F6NO6S5Tb in a non-equilibrium geometry (ωB97M-V with the def2-TZVPD basis set).

Geometry (Å):
Tb1 -0.012 0.008 -0.039
S1 3.247 -0.788 3.246
C1 2.144 -0.272 2.146
S2 0.484 0.047 2.588
S3 2.596 0.061 0.485
F1 1.609 -0.433 -4.786
C2 1.756 0.666 -4.038
F2 2.771 0.470 -3.210
F3 2.081 1.661 -4.870
S4 0.188 1.078 -3.082
O1 0.011 -0.038 -2.190
O2 -0.812 1.296 -4.070
N1 0.725 2.361 -2.350
S5 -0.168 2.908 -1.176
O3 -0.009 2.166 0.046
O4 -1.488 3.284 -1.550
C3 0.770 4.524 -0.896
F4 0.735 5.278 -2.002
F5 2.043 4.312 -0.595
F6 0.229 5.252 0.085
Cl1 -3.617 -5.814 -0.002
C4 -3.179 -4.152 -0.001
C5 -4.156 -3.178 -0.002
Cl2 -5.818 -3.617 -0.002
C6 -3.788 -1.834 -0.002
Cl3 -5.005 -0.611 -0.003
C7 -2.456 -1.425 0.004
O5 -2.103 -0.170 0.016
C8 -1.430 -2.447 0.000
O6 -0.177 -2.083 -0.001
C9 -1.834 -3.782 -0.003
Cl4 -0.613 -4.998 -0.005

Values from the calculation:
E_HOMO (alpha / beta)	-1.57 / -1.58	eV
largest force on an atom	3.936	eV/Å
charge	-2
multiplicity	7
LUMO (alpha / beta)	4.3 / 4.3	eV
frontier orbital gap (alpha / beta)	5.83 / 5.84	eV

***

# 2
Entry from the Open Molecules 2025 dataset: C9F19IO in the gas phase in a non-equilibrium geometry (ωB97M-V with the def2-TZVPD basis set).

Geometry (Å):
F1 -1.642 3.115 -2.070
F2 -0.884 2.499 -4.007
F3 -3.043 2.772 -3.644
F4 -2.451 -1.412 -3.514
F5 -1.056 -0.132 -4.624
F6 -3.185 0.314 -4.579
F7 2.316 -4.148 2.616
F8 0.106 -4.407 2.638
F9 -0.016 -1.517 -1.912
F10 -1.893 -1.270 -0.764
F11 2.025 -2.028 4.519
F12 -0.077 -2.083 4.325
F13 1.393 0.023 -0.190
F14 -0.449 0.588 0.892
F15 1.197 -0.128 2.834
F16 2.476 -1.573 1.822
F17 0.462 -2.727 0.500
F18 -1.044 -1.738 1.805
F19 -3.074 0.710 -1.847
I1 1.332 -5.050 5.106
O1 -0.766 0.529 -1.875
C1 -1.892 2.300 -3.116
C2 -2.133 -0.115 -3.869
C3 1.175 -3.872 3.261
C4 -0.689 -0.696 -1.088
C5 1.051 -2.348 3.607
C6 0.155 -0.427 0.224
C7 1.222 -1.420 2.383
C8 0.187 -1.619 1.236
C9 -1.951 0.800 -2.661

Values from the calculation:
E_HOMO	-10.40	eV
largest force on an atom	2.544	eV/Å
charge	0
LUMO	-0.4	eV
frontier orbital gap	9.96	eV
SMILES	FC(F)(F)C(F)(OC(F)(F)C(F)(F)C(F)(F)C(F)(F)C(F)(F)C(F)(F)I)C(F)(F)F